{
  "formula": "C8H15NO3",
  "method": "wB97M-V/def2-TZVPD",
  "symbols": ["C", "O", "C", "C", "C", "O", "O", "C", "C", "C", "C", "N", "H", "H", "H", "H", "H", "H", "H", "H", "H", "H", "H", "H", "H", "H", "H"],
  "positions_angstrom": [[-2.48, 1.82, -1.02], [-2.37, 1.30, 0.34], [-1.88, -0.02, 0.37], [-2.47, -0.91, -0.72], [-2.28, -0.46, 1.77], [-0.44, 0.07, 0.20], [0.15, -1.29, 0.31], [0.80, -1.41, -0.88], [2.03, -0.47, -1.05], [2.65, -0.29, 0.36], [3.85, 0.62, 0.40], [4.61, 1.49, 0.39], [-3.48, 1.51, -1.45], [-1.72, 1.58, -1.88], [-2.67, 2.90, -0.96], [-2.22, -0.41, -1.72], [-1.82, -1.90, -0.72], [-3.59, -1.24, -0.76], [-1.87, -1.40, 2.05], [-3.42, -0.37, 1.95], [-1.92, 0.23, 2.57], [1.20, -2.44, -0.90], [0.05, -1.34, -1.66], [2.86, -1.18, -1.57], [1.84, 0.63, -1.58], [1.74, 0.34, 0.82], [2.77, -1.31, 1.01]],
  "smiles": "COC(C)(C)OOCCCC#N",
  "largest_force_ev_per_a": 3.538,
  "charge": 0,
  "e_homo_ev": -10.5,
  "e_lumo_ev": 0.61
}